Computed, not measured: a structure of composition C2H2FLi2O2, with ωB97M-V/def2-TZVPD.

* energy above the lowest of the compared OMol25 structures with the same formula, charge and spin: 57.0 kcal/mol
* gap between HOMO and LUMO (spin up / spin down): 5.346 / 6.840 eV
* multiplicity: 2
* E_tot: -342.66081 Eh
* HOMO level (spin up / spin down): -6.0 / -8.0 eV

Last column: Mulliken spin population.
Cartesian coordinates (Å):
F -0.06864 -2.45685 -0.33940  0.000
O 0.15656 -1.12305 1.33061  0.008
O 0.14455 0.21602 1.82858  -0.018
C -0.25973 -1.20392 0.07948  0.018
C -0.78691 -0.26880 -0.71912  0.006
H -1.02336 0.69431 -0.27615  -0.005
H -1.06022 -0.53619 -1.73674  -0.008
Li 1.42869 1.00967 0.76273  0.183
Li 1.46906 3.66881 -0.92998  0.816